Record 1
The following is a quantum chemistry calculation of a molecular structure, C27H36N4O5OsPSb, from the Open Molecules 2025 dataset.

Output
Largest force on an atom: 0.50 eV Å⁻¹
HOMO-LUMO gap (alpha / beta): 6.38 / 6.38 eV
Net charge: +2
Energy above the lowest of the compared OMol25 structures with the same formula, charge and spin: 62.84 kcal per mole
E_LUMO (alpha / beta): -7.75 / -7.75 eV

Each line ends with the Mulliken charge.
CARTESIAN COORDINATES (ANGSTROEM)
Os 0.10 1.12 0.60  0.786
O -0.93 -0.10 -0.95  -0.726
C -0.33 -1.09 -0.50  0.189
N 0.90 -0.75 0.07  0.014
C 2.02 -1.40 0.13  1.288
C 2.33 -2.58 -0.63  -1.043
C 3.45 -3.26 -0.36  -0.518
C 4.38 -2.86 0.69  -0.680
C 4.21 -1.73 1.37  -0.673
C 3.09 -0.85 1.05  0.487
N 3.08 0.33 1.52  -0.338
C 2.26 1.38 1.17  -0.026
O 1.51 1.98 1.99  -0.659
C 2.57 1.98 -0.19  0.614
C 3.76 2.44 -0.70  -0.742
C 3.75 2.92 -2.01  -0.493
C 2.57 2.90 -2.73  -0.929
C 1.41 2.41 -2.14  -0.437
N 1.43 1.97 -0.89  0.286
C -0.95 -2.41 -0.36  0.302
C -2.11 -2.69 -1.07  -0.641
C -2.68 -3.94 -0.90  -0.554
C -2.08 -4.83 -0.02  -0.541
C -0.91 -4.44 0.65  -0.488
N -0.34 -3.26 0.48  -0.092
H 1.64 -2.90 -1.40  0.601
H 3.68 -4.15 -0.93  0.482
H 5.24 -3.49 0.88  0.461
H 4.90 -1.37 2.12  0.556
H 4.66 2.42 -0.10  0.612
H 4.66 3.30 -2.45  0.486
H 2.54 3.26 -3.75  0.487
H 0.47 2.37 -2.67  0.571
H -2.54 -1.95 -1.73  0.523
H -3.58 -4.22 -1.43  0.503
H -2.49 -5.81 0.15  0.476
H -0.43 -5.12 1.34  0.497
C 1.12 -1.57 3.60  -0.587
C -0.35 -1.64 3.91  -0.429
O -1.19 -1.06 2.89  -0.231
P -1.20 0.45 2.38  0.591
O -0.90 1.38 3.62  0.087
C -1.72 1.37 4.83  -0.312
C -0.82 1.59 6.02  -1.319
O -2.76 0.65 2.18  -0.324
C -3.58 0.03 1.16  -0.166
C -4.08 -1.33 1.60  -1.127
H 1.69 -1.98 4.43  0.540
H 1.45 -0.54 3.45  0.128
H 1.35 -2.16 2.71  0.033
H -0.57 -1.15 4.86  0.192
H -0.68 -2.67 3.98  0.448
H -2.26 0.42 4.89  0.398
H -2.46 2.16 4.72  0.342
H -0.09 0.79 6.11  0.295
H -1.42 1.61 6.93  0.436
H -0.29 2.54 5.93  0.306
H -3.01 -0.01 0.23  0.231
H -4.41 0.72 1.02  0.375
H -3.26 -2.04 1.72  0.079
H -4.77 -1.71 0.85  0.433
H -4.61 -1.25 2.54  0.363
C -0.71 4.80 -0.77  -1.367
Sb -1.09 3.47 0.84  0.902
C -3.19 3.62 0.99  -1.295
C -0.40 4.56 2.51  -1.152
H -1.19 5.75 -0.56  0.449
H -1.12 4.40 -1.70  0.393
H 0.36 4.96 -0.88  0.387
H -3.46 4.67 1.05  0.481
H -3.53 3.09 1.88  0.329
H -3.66 3.18 0.11  0.382
H -1.25 4.97 3.05  0.430
H 0.25 5.37 2.18  0.430
H 0.16 3.88 3.16  0.210

---

Record 2
The following is a quantum chemistry calculation of 2 unconnected molecules or ions with the total composition C27H36N5O, from the Open Molecules 2025 dataset.

Output
Largest force on an atom: 2.48 eV Å⁻¹
HOMO-LUMO gap: 6.36 eV
Net charge: +1
Energy above the lowest of the compared OMol25 structures with the same formula, charge and spin: 0.00 kcal per mole
E_LUMO: -4.53 eV

Each line ends with the natural charge from an NBO analysis.
CARTESIAN COORDINATES (ANGSTROEM)
C 2.50 5.29 0.09  -0.423
N 2.23 3.88 -0.10  -0.454
C 3.22 2.99 -0.40  0.678
O 4.41 3.28 -0.57  -0.573
C 2.58 1.61 -0.48  -0.129
C 3.14 0.65 0.57  -0.413
C 4.62 0.38 0.41  -0.049
C 5.51 0.72 1.43  -0.193
C 6.89 0.55 1.24  -0.194
C 7.37 0.00 0.04  -0.202
C 6.47 -0.37 -0.97  -0.214
C 5.09 -0.19 -0.78  -0.160
N 1.15 1.91 -0.30  -0.331
C 0.22 0.92 -0.35  0.233
C -1.14 1.12 -0.13  -0.386
C -2.14 0.16 -0.11  0.037
C -3.53 0.52 0.01  -0.070
C -4.54 -0.48 -0.08  -0.140
C -5.89 -0.17 0.06  -0.221
C -6.29 1.15 0.31  -0.136
C -5.33 2.16 0.38  -0.209
C -3.98 1.86 0.22  -0.168
C 0.88 3.33 -0.04  0.331
C 0.29 3.58 1.35  -0.637
C 0.02 3.99 -1.14  -0.638
H 3.58 5.46 0.01  0.265
H 1.99 5.89 -0.68  0.205
H 2.16 5.62 1.07  0.205
H 2.76 1.20 -1.49  0.239
H 2.95 1.08 1.57  0.223
H 2.57 -0.30 0.50  0.212
H 5.12 1.15 2.35  0.210
H 7.58 0.85 2.03  0.224
H 8.44 -0.13 -0.11  0.225
H 6.83 -0.79 -1.91  0.221
H 4.37 -0.46 -1.56  0.189
H 0.60 -0.08 -0.57  0.225
H -1.45 2.15 0.02  0.216
H -1.90 -0.90 -0.26  0.255
H -4.21 -1.50 -0.25  0.240
H -6.63 -0.97 0.00  0.233
H -7.35 1.39 0.44  0.234
H -5.63 3.20 0.56  0.231
H -3.26 2.69 0.26  0.203
H 1.00 3.22 2.12  0.233
H 0.14 4.66 1.49  0.236
H -0.66 3.07 1.48  0.222
H 0.55 3.90 -2.10  0.235
H -0.95 3.51 -1.23  0.220
H -0.12 5.05 -0.90  0.237
C -3.86 -4.90 1.74  -0.407
N -3.04 -4.88 0.56  -0.414
C -3.12 -5.91 -0.44  -0.209
C -2.03 -5.52 -1.43  -0.208
N -1.42 -4.36 -0.83  -0.438
C -0.34 -3.66 -1.46  -0.396
C -2.12 -3.90 0.27  0.647
N -2.04 -2.72 0.83  -0.908
H -3.56 -4.05 2.36  0.243
H -4.92 -4.82 1.50  0.191
H -3.72 -5.83 2.30  0.200
H -2.94 -6.90 -0.02  0.202
H -4.10 -5.91 -0.93  0.195
H -1.31 -6.32 -1.57  0.201
H -2.47 -5.27 -2.41  0.190
H -0.05 -2.82 -0.82  0.193
H 0.52 -4.32 -1.60  0.210
H -0.64 -3.27 -2.45  0.192
H -1.06 -2.44 0.88  0.338

---

Record 3
The following is a quantum chemistry calculation of a molecular structure, C27H36N8O2ReS, from the Open Molecules 2025 dataset.

Output
Largest force on an atom: 2.85 eV Å⁻¹
HOMO-LUMO gap (alpha / beta): 6.30 / 6.08 eV
Multiplicity: 2
Net charge: +2
Energy above the lowest of the compared OMol25 structures with the same formula, charge and spin: 18.69 kcal per mole
E_LUMO (alpha / beta): -7.22 / -7.51 eV

Each line ends with the Löwdin spin population.
CARTESIAN COORDINATES (ANGSTROEM)
Re -1.51 -0.21 -0.08  0.740
C -1.50 -1.73 -5.89  0.000
C -0.83 -2.36 -4.69  0.001
N -0.02 -1.41 -3.93  0.008
C -0.42 -0.68 -2.90  0.014
S -2.06 -0.87 -2.26  0.118
N 0.38 0.21 -2.36  -0.010
N -0.26 0.86 -1.34  -0.014
C -0.19 2.15 -1.34  0.030
C 0.65 2.89 -2.32  0.005
C -1.11 2.78 -0.40  0.011
C -1.22 4.14 -0.21  0.005
C -2.17 4.63 0.67  0.018
C -3.00 3.74 1.32  0.001
C -2.84 2.39 1.08  0.018
N -1.93 1.90 0.23  0.005
H -2.04 -2.49 -6.46  0.000
H -2.22 -0.96 -5.58  0.000
H -0.77 -1.26 -6.56  0.000
H -1.56 -2.80 -4.01  0.001
H -0.16 -3.17 -5.00  0.000
H 0.90 -1.19 -4.29  0.000
H 0.45 2.51 -3.32  0.001
H 0.47 3.96 -2.29  0.000
H 1.70 2.69 -2.11  0.002
H -0.55 4.82 -0.73  0.000
H -2.26 5.70 0.84  0.001
H -3.76 4.07 2.01  0.000
H -3.47 1.67 1.59  0.001
C 0.72 2.52 2.67  0.000
C 1.67 1.34 2.77  0.000
C 2.48 1.07 1.52  -0.001
C 3.68 1.75 1.38  0.000
C 4.55 1.46 0.33  -0.002
C 4.24 0.43 -0.54  0.000
C 3.06 -0.29 -0.42  -0.001
C 2.90 -1.49 -1.33  0.000
C 3.83 -2.64 -0.93  0.000
C 2.14 0.09 0.57  0.000
N 0.90 -0.63 0.67  -0.009
C 0.97 -1.83 1.11  -0.001
C -0.15 -2.68 1.00  0.005
C -0.33 -4.01 1.29  0.009
C -1.58 -4.37 0.73  0.013
C -2.08 -3.24 0.12  0.007
N -1.21 -2.18 0.28  0.010
H 0.21 2.71 3.61  0.000
H -0.04 2.30 1.92  0.000
H 1.25 3.42 2.37  0.000
H 1.12 0.44 3.04  0.000
H 2.38 1.54 3.58  0.000
H 3.96 2.49 2.12  0.000
H 5.48 2.00 0.24  0.000
H 4.95 0.16 -1.31  0.000
H 3.14 -1.18 -2.35  0.000
H 1.87 -1.84 -1.34  0.000
H 4.87 -2.33 -0.95  0.000
H 3.72 -3.48 -1.62  0.000
H 3.61 -3.00 0.08  0.000
H 1.90 -2.23 1.53  -0.001
H 0.36 -4.65 1.80  0.000
H -2.04 -5.34 0.73  0.001
H -2.97 -3.16 -0.48  0.001
C -1.02 -0.10 4.83  0.000
O -2.26 -0.42 4.13  0.002
C -2.24 -0.36 2.83  0.003
O -1.27 -0.07 2.13  0.003
N -3.45 -0.65 2.28  0.000
N -3.53 -0.72 0.89  0.004
H -1.29 -0.12 5.88  0.000
H -0.68 0.89 4.53  0.000
H -0.27 -0.85 4.61  0.000
H -4.23 -0.94 2.85  0.000
H -4.26 -0.10 0.55  0.001
H -3.75 -1.68 0.61  0.000

---

Record 4
The following is a quantum chemistry calculation of a molecular structure, C27H37BF5N7O2SSbZr, from the Open Molecules 2025 dataset.

Output
Largest force on an atom: 0.55 eV Å⁻¹
HOMO-LUMO gap: 8.23 eV
Net charge: +1
Energy above the lowest of the compared OMol25 structures with the same formula, charge and spin: 24.79 kcal per mole
E_LUMO: -3.27 eV

Each line ends with the Mulliken charge.
CARTESIAN COORDINATES (ANGSTROEM)
Zr 0.26 -0.08 0.54  0.653
C 0.65 2.63 3.13  -1.334
C -0.58 2.01 3.80  1.881
C -0.81 2.60 5.18  -2.009
C -0.45 0.51 3.86  -0.324
C -0.53 -0.30 4.99  -0.954
C -0.23 -1.58 4.54  -0.574
N -0.01 -1.53 3.23  -0.028
N -0.15 -0.24 2.79  1.086
B 0.62 -2.60 2.30  -0.066
N -0.27 -2.73 1.01  0.912
C -1.25 -3.63 0.82  -0.659
C -1.59 -3.66 -0.51  -0.830
C -0.77 -2.71 -1.13  -0.251
N 0.03 -2.16 -0.20  -0.729
C -0.64 -2.36 -2.57  2.840
C -1.98 -2.45 -3.30  -1.801
C 0.41 -3.27 -3.22  -1.712
N 2.01 -2.13 1.87  0.104
C 3.19 -2.75 2.02  -0.574
C 4.18 -1.97 1.46  -1.131
C 3.53 -0.84 0.96  0.083
N 2.21 -0.94 1.22  0.324
C 4.13 0.33 0.24  1.104
C 4.59 -0.10 -1.15  -1.415
C 5.28 0.92 1.05  -1.642
H 0.57 3.72 3.14  0.432
H 0.76 2.33 2.09  0.219
H 1.56 2.35 3.67  0.355
H -1.45 2.25 3.19  -0.899
H 0.04 2.41 5.84  0.418
H -1.71 2.20 5.65  0.444
H -0.93 3.68 5.11  0.443
H -0.75 -0.01 6.00  0.605
H -0.15 -2.51 5.07  0.512
H 0.68 -3.64 2.88  -0.112
H -1.62 -4.22 1.65  0.582
H -2.33 -4.28 -0.98  0.515
H -0.28 -1.33 -2.62  -1.097
H -2.36 -3.47 -3.31  0.455
H -1.86 -2.14 -4.34  0.399
H -2.73 -1.81 -2.83  0.310
H 0.11 -4.32 -3.13  0.395
H 1.38 -3.15 -2.74  0.363
H 0.52 -3.03 -4.27  0.454
H 3.24 -3.70 2.52  0.523
H 5.23 -2.18 1.42  0.547
H 3.36 1.09 0.13  -0.095
H 5.37 -0.86 -1.09  0.370
H 5.00 0.76 -1.69  0.406
H 3.76 -0.50 -1.74  0.229
H 6.09 0.19 1.17  0.328
H 4.96 1.23 2.05  0.372
H 5.69 1.79 0.54  0.452
C -4.01 2.46 1.74  -1.347
Sb -2.37 1.77 0.55  0.914
C -2.94 -0.32 0.69  -1.005
C -3.18 2.13 -1.38  -1.140
H -4.92 1.97 1.40  0.422
H -4.11 3.54 1.61  0.411
H -3.84 2.24 2.79  0.406
H -3.92 -0.44 0.24  0.693
H -2.98 -0.63 1.73  0.366
H -2.29 -1.01 0.14  0.201
H -4.24 1.87 -1.39  0.545
H -2.63 1.52 -2.09  0.055
H -3.07 3.18 -1.65  0.427
O -0.46 0.44 -1.29  -0.359
N 0.30 1.64 -1.35  0.479
O 1.17 1.49 -0.23  -0.830
F -2.92 2.42 -6.61  -0.290
C -1.93 2.23 -5.75  0.660
C -1.57 3.24 -4.87  0.327
F -2.23 4.40 -4.89  -0.311
C -0.53 3.04 -3.98  0.481
F -0.21 4.03 -3.16  -0.370
C 0.15 1.83 -3.92  -0.220
S 1.41 1.53 -2.74  -0.177
C -0.23 0.83 -4.82  0.280
F 0.39 -0.34 -4.82  -0.451
C -1.25 1.02 -5.73  0.277
F -1.60 0.05 -6.57  -0.322

---

Record 5
The following is a quantum chemistry calculation of a molecular structure, C27H37GaN4O4PS2Si, from the Open Molecules 2025 dataset.

Output
Largest force on an atom: 0.78 eV Å⁻¹
HOMO-LUMO gap: 6.80 eV
Net charge: +1
Energy above the lowest of the compared OMol25 structures with the same formula, charge and spin: 48.63 kcal per mole
E_LUMO: -2.81 eV

Each line ends with the Mulliken charge.
CARTESIAN COORDINATES (ANGSTROEM)
Ga 1.16 -0.60 1.04  0.341
S 2.53 0.92 2.01  -0.409
C 1.92 0.88 3.67  0.891
C 2.77 1.33 4.68  -0.778
C 2.35 1.33 6.00  -0.534
C 1.08 0.86 6.34  -0.493
C 0.24 0.41 5.34  -0.827
C 0.65 0.42 4.01  -0.255
H 3.76 1.68 4.43  0.409
H 3.02 1.68 6.78  0.373
H 0.76 0.86 7.37  0.385
H -0.75 0.05 5.59  0.415
H -0.05 0.10 3.25  0.361
C -8.18 2.45 -3.55  -1.143
C -7.00 1.88 -2.81  0.700
O -5.88 2.29 -2.93  -0.544
S -7.45 0.52 -1.74  -0.210
C -5.85 0.16 -1.06  -0.066
C -5.45 0.77 0.12  -0.448
C -4.17 0.57 0.61  -0.452
C -3.27 -0.24 -0.09  0.370
C -3.70 -0.88 -1.25  -0.177
C -4.98 -0.69 -1.73  -0.421
C -1.90 -0.34 0.33  0.233
C -0.72 -0.32 0.60  -0.584
H -8.22 3.53 -3.36  0.309
H -9.12 1.99 -3.25  0.399
H -8.03 2.30 -4.62  0.298
H -6.14 1.42 0.65  0.455
H -3.85 1.06 1.52  0.497
H -3.01 -1.53 -1.79  0.473
H -5.30 -1.17 -2.64  0.436
C 1.45 -4.13 0.55  -1.162
Si 1.45 -2.82 1.94  0.946
C 3.15 -2.91 2.80  -1.503
C 0.15 -3.35 3.18  -1.180
H 1.97 -5.04 0.84  0.348
H 1.85 -3.76 -0.40  0.182
H 0.41 -4.41 0.34  0.363
H 3.65 -3.89 2.71  0.412
H 3.00 -2.74 3.86  0.316
H 3.83 -2.12 2.48  0.416
H 0.32 -4.37 3.54  0.382
H -0.85 -3.31 2.73  0.307
H 0.15 -2.68 4.05  0.285
N -2.71 2.59 -2.35  -0.074
C -1.66 3.22 -2.90  0.156
O -1.72 3.96 -3.86  -0.627
C -0.33 2.93 -2.25  0.260
C 0.60 3.96 -2.12  -0.472
C 1.82 3.69 -1.52  -1.077
C 2.06 2.40 -1.07  -0.444
N 1.20 1.39 -1.23  0.234
C 0.03 1.66 -1.81  -0.618
H -3.64 2.77 -2.70  0.150
H -2.63 2.07 -1.49  0.196
H 0.35 4.95 -2.48  0.507
H 2.55 4.47 -1.37  0.488
H 2.98 2.17 -0.54  0.569
H -0.65 0.83 -1.92  0.927
N 4.77 -2.86 -0.11  -0.075
C 4.39 -2.66 -1.55  -0.677
P 3.61 -0.99 -1.53  0.930
O 4.71 0.01 -1.50  -0.972
O 2.59 -1.13 -0.46  -0.333
C 2.80 -0.68 -3.17  -0.883
N 3.10 0.76 -3.45  -0.153
H 5.33 -2.07 0.23  0.449
H 5.30 -3.72 0.05  0.408
H 3.92 -2.88 0.48  -0.314
H 3.71 -3.46 -1.82  0.403
H 5.29 -2.69 -2.16  0.414
H 1.72 -0.83 -3.13  0.271
H 3.23 -1.29 -3.96  0.560
H 3.19 0.97 -4.44  0.400
H 3.99 0.95 -2.93  0.421
H 2.38 1.36 -3.04  -0.141

---

Record 6
The following is a quantum chemistry calculation of a single C27H37N3O7S molecule, from the Open Molecules 2025 dataset.

Output
Largest force on an atom: 0.86 eV Å⁻¹
HOMO-LUMO gap: 9.25 eV
Energy above the lowest of the compared OMol25 structures with the same formula, charge and spin: 0.00 kcal per mole
E_LUMO: 0.51 eV
SMILES: CCCCCCCCOC(=O)[C@@H](NC(=O)CCC(=O)Nc1ccc(S(N)(=O)=O)cc1)[C@@H](O)c1ccccc1

Each line ends with the natural charge from an NBO analysis.
CARTESIAN COORDINATES (ANGSTROEM)
C -2.36 -2.71 3.34  -0.598
C -3.10 -1.64 2.56  -0.408
C -2.78 -0.24 3.09  -0.396
C -3.63 0.86 2.44  -0.373
C -3.20 1.18 1.01  -0.405
C -4.06 2.29 0.41  -0.388
C -3.57 2.77 -0.96  -0.420
C -2.28 3.60 -0.89  -0.084
O -1.12 2.80 -1.15  -0.500
C -0.10 2.89 -0.32  0.829
O -0.06 3.58 0.67  -0.617
C 1.07 2.04 -0.77  -0.159
N 2.18 2.31 0.12  -0.600
C 3.45 2.03 -0.19  0.690
O 3.78 1.52 -1.25  -0.679
C 4.47 2.40 0.88  -0.483
C 5.62 1.38 0.95  -0.486
C 4.99 0.05 1.31  0.690
O 4.76 -0.29 2.44  -0.593
N 4.65 -0.69 0.20  -0.638
C 3.57 -1.56 0.08  0.273
C 3.23 -2.00 -1.20  -0.270
C 2.03 -2.64 -1.41  -0.156
C 1.18 -2.86 -0.34  -0.389
S -0.50 -3.32 -0.63  2.318
N -0.75 -4.58 0.46  -1.074
O -0.68 -3.81 -1.96  -0.926
O -1.32 -2.22 -0.18  -0.982
C 1.55 -2.52 0.94  -0.154
C 2.76 -1.89 1.17  -0.269
C 0.68 0.53 -0.75  0.064
O -0.17 0.31 0.34  -0.755
C 0.12 0.11 -2.09  0.028
C -1.23 -0.13 -2.28  -0.256
C -1.70 -0.54 -3.52  -0.142
C -0.82 -0.72 -4.57  -0.236
C 0.53 -0.46 -4.39  -0.205
C 1.00 -0.05 -3.16  -0.253
H -2.63 -3.71 3.00  0.190
H -1.29 -2.59 3.24  0.197
H -2.61 -2.65 4.40  0.207
H -2.81 -1.71 1.51  0.217
H -4.18 -1.82 2.63  0.189
H -1.73 -0.02 2.92  0.203
H -2.97 -0.23 4.17  0.194
H -3.54 1.77 3.04  0.197
H -4.68 0.56 2.45  0.187
H -2.15 1.48 1.03  0.216
H -3.28 0.28 0.40  0.192
H -4.09 3.14 1.09  0.193
H -5.08 1.92 0.30  0.200
H -4.34 3.40 -1.41  0.211
H -3.39 1.93 -1.62  0.216
H -2.29 4.37 -1.67  0.190
H -2.17 4.08 0.08  0.211
H 1.36 2.30 -1.79  0.246
H 1.91 2.73 1.00  0.431
H 3.97 2.47 1.86  0.226
H 4.87 3.39 0.64  0.240
H 6.31 1.68 1.74  0.239
H 6.13 1.35 0.00  0.224
H 4.94 -0.30 -0.69  0.424
H 3.88 -1.77 -2.03  0.222
H 1.71 -2.94 -2.40  0.251
H -0.88 -5.46 -0.01  0.408
H -1.49 -4.38 1.10  0.408
H 0.87 -2.72 1.76  0.231
H 3.05 -1.59 2.16  0.263
H 1.62 -0.02 -0.60  0.191
H -0.62 -0.55 0.22  0.512
H -1.92 0.01 -1.46  0.223
H -2.75 -0.74 -3.65  0.202
H -1.19 -1.05 -5.53  0.211
H 1.22 -0.59 -5.21  0.210
H 2.05 0.16 -3.01  0.225